Formula: C68H49N12O10RbS3
Source: the Open Molecules 2025 dataset
Level of theory: ωB97M-V/def2-TZVPD

```
143
Properties=species:S:1:pos:R:3:forces:R:3
Rb -0.2754 0.6682 -2.3476 -0.42 0.40 1.22
S -1.1387 -0.1151 -5.5148 -0.43 -0.10 -0.19
S -5.7993 1.9895 3.2357 0.00 -0.16 0.14
S 4.0910 -4.5288 1.2204 -0.08 0.13 -0.09
O 2.4205 -0.1986 -1.9802 0.02 -0.13 -0.11
O 2.0108 1.9358 -2.5343 0.59 0.24 -0.24
O 7.8405 4.0945 -3.2685 -0.09 -0.04 0.01
O -0.1256 5.5220 0.0852 -0.21 0.02 -0.06
O 6.8958 -1.1498 -0.1861 0.02 0.09 -0.08
O -5.8814 1.4132 -0.1968 0.02 0.13 -0.11
O -2.2335 0.0844 -6.4379 0.09 -0.09 -0.08
O 5.8531 4.6528 -3.8709 0.04 -0.07 0.05
O 8.5672 0.0676 -0.7821 -0.10 0.02 -0.02
O -0.3837 1.0740 -5.1726 0.16 -0.12 0.07
N -2.6274 2.9401 -0.1609 0.06 -0.08 -0.06
N -2.4706 -2.6662 -5.2067 0.01 0.15 0.00
N 2.4566 -4.2625 -7.8327 0.06 0.04 -0.06
N 4.3319 -0.3320 7.7971 -0.01 0.01 -0.02
N -3.8901 0.4025 -0.5349 0.19 0.09 0.07
N -1.8879 0.2195 2.3153 0.03 0.00 -0.10
N 0.3878 -0.8804 1.3166 -0.05 -0.02 -0.25
N 7.3739 -0.1885 -0.7527 0.22 -0.25 0.21
N 0.1740 3.3076 -0.2265 -0.04 -0.37 -0.13
N -1.5616 -0.7779 -4.1272 -0.23 -0.30 -0.62
N -2.5018 -2.4129 -2.8334 -0.05 0.06 0.05
N 6.6365 3.9036 -3.3202 0.13 0.31 -0.13
C 4.7422 2.4431 -2.7317 0.07 0.17 0.00
C -7.2912 1.8814 4.0686 0.09 0.09 -0.11
C 1.3047 5.3704 0.0263 0.18 -0.07 0.10
C 1.5050 -3.1674 2.4249 0.07 -0.02 -0.08
C 2.7497 0.9838 -2.2323 0.24 0.04 0.10
C -5.3536 -3.9189 1.2299 0.00 0.01 -0.06
C 5.1094 0.4161 -1.5059 0.11 -0.12 0.13
C -0.6287 4.2548 -0.0415 0.25 0.04 0.05
C 3.5776 -2.9585 -0.7289 -0.04 0.00 -0.06
C -3.2701 -2.2374 0.4757 -0.07 -0.01 -0.01
C 1.1611 -1.6142 -5.6062 0.04 0.07 0.02
C -2.0194 -1.4791 4.0149 0.04 0.01 -0.09
C 5.0750 -4.6358 -0.1774 -0.02 -0.02 0.08
C -3.1325 -3.7986 -5.0750 0.04 -0.04 -0.02
C -3.8433 0.0601 3.7064 0.21 -0.01 -0.02
C 6.9839 1.8515 -2.0390 0.26 0.08 0.02
C 1.4951 0.4745 5.8808 0.04 0.07 -0.05
C -4.5811 -1.8947 0.1592 0.09 0.06 -0.05
C -0.0118 -1.2727 -6.2624 -0.15 0.05 0.00
C 3.8366 3.7656 0.5646 -0.02 -0.03 -0.02
C -2.0996 4.1444 0.0250 -0.18 0.10 0.06
C -3.5321 -4.3121 -3.8533 -0.02 0.00 0.00
C -3.1583 -3.5557 -2.7506 0.05 0.06 0.07
C -0.1504 -1.4263 2.4175 0.11 -0.07 0.05
C 2.0155 -2.6540 1.2534 -0.15 0.07 0.17
C -4.8807 -0.6629 -0.6680 -0.25 -0.07 0.01
C -2.1893 -1.9645 -4.0782 -0.17 -0.27 -0.20
C -3.0549 0.6569 2.6966 -0.10 -0.01 0.08
C -3.9487 2.8242 -0.1170 0.00 0.23 0.03
C 3.6641 0.2093 7.0163 0.04 -0.03 0.04
C 0.6813 1.1323 5.0090 0.07 -0.09 0.00
C 1.4152 -1.4694 0.7583 0.10 0.04 0.05
C 4.6564 1.8569 1.7704 0.09 -0.01 -0.10
C -1.3905 -2.5894 4.6707 0.05 -0.07 0.01
C -3.0083 -3.4223 1.1500 0.05 0.05 0.04
C 2.8434 0.8691 6.0775 0.05 -0.05 0.04
C 1.1371 2.2641 4.2237 -0.24 0.15 -0.06
C -7.3262 0.8054 4.8984 -0.04 -0.03 0.02
C 0.3106 2.9292 3.3638 0.08 0.03 0.05
C -2.8682 5.2841 0.2566 0.03 -0.01 0.01
C -0.2292 -3.0991 4.2088 -0.04 -0.02 0.08
C 1.5112 3.8819 -0.3384 0.13 0.20 -0.06
C -6.2189 0.0251 -0.3013 0.06 -0.14 0.02
C -4.5159 1.4704 -0.2978 -0.14 -0.25 -0.15
C 2.3685 1.9165 1.0081 -0.04 0.04 0.02
C -5.6163 -2.7466 0.5337 0.01 -0.04 -0.02
C 4.8731 3.1108 1.2177 0.01 -0.02 0.00
C 6.4620 0.7179 -1.4492 -0.35 0.26 -0.23
C 0.3967 -2.5620 3.0353 -0.08 0.06 -0.07
C 2.5816 3.1730 0.4531 0.00 -0.04 0.00
C -4.0452 -4.2596 1.5379 -0.01 -0.02 0.01
C 2.5270 2.6218 4.4248 0.05 -0.03 0.09
C -1.3730 -0.8563 2.9323 -0.19 0.05 0.10
C -3.2835 -1.0028 4.3813 -0.08 0.02 0.02
C -4.2437 5.1546 0.2842 0.00 0.00 0.02
C 1.9740 -2.6074 -6.1235 0.05 -0.05 -0.01
C 4.2472 1.2863 -2.1515 -0.03 0.05 -0.06
C -5.1876 0.5619 4.0032 -0.14 0.23 -0.01
C 3.4032 1.2686 1.6689 0.00 -0.07 -0.06
C 6.1043 2.7014 -2.6829 -0.26 -0.40 0.20
C 3.1279 -3.2654 0.5246 0.22 -0.10 0.05
C -4.8038 3.9038 0.0947 -0.02 -0.05 0.04
C 3.3251 1.9612 5.3089 -0.11 -0.03 0.01
C 4.6931 -3.7423 -1.1269 0.02 -0.03 0.00
C 1.6192 -3.2720 -7.2962 -0.08 0.05 0.01
C -0.3728 -1.9227 -7.4309 0.03 0.02 0.04
C -6.1246 0.0518 4.8586 0.05 -0.08 -0.01
C 0.4425 -2.9122 -7.9525 0.07 -0.03 0.01
H -6.1690 -4.5738 1.5133 0.00 0.02 0.02
H -0.6970 2.5812 3.1772 -0.04 0.02 0.01
H -1.8714 -3.0156 5.5439 0.00 0.00 -0.01
H -3.3964 -3.8899 -1.7436 -0.02 -0.01 0.03
H -4.8778 -0.9735 -1.7190 0.02 0.01 0.00
H -8.0526 2.6239 3.8930 -0.03 -0.03 0.04
H -2.4682 -1.5763 0.1788 0.05 0.02 -0.04
H 3.2261 0.3011 2.1229 -0.03 0.02 0.03
H -3.3495 -4.3285 -6.0012 0.00 -0.01 0.02
H 4.3605 2.2602 5.4360 0.01 0.02 -0.05
H 5.1938 -3.6321 -2.0783 0.00 0.00 0.00
H -8.1772 0.5528 5.5148 0.00 0.00 0.00
H 2.9365 3.4288 3.8249 0.00 0.02 0.03
H 3.0497 -4.7097 -7.1517 -0.02 -0.02 0.01
H -4.8728 6.0181 0.4584 -0.01 0.00 -0.01
H 1.9331 -4.0592 2.8715 -0.02 0.00 0.02
H -6.9921 -0.0921 -1.0593 -0.01 0.04 -0.01
H 3.1342 -2.1901 -1.3506 -0.03 0.02 0.03
H -0.3502 0.8192 4.8916 -0.03 -0.02 0.02
H -5.9621 -0.8468 5.4365 -0.01 0.01 0.01
H 8.0390 2.0688 -1.9929 -0.01 -0.01 -0.01
H 1.4365 -1.1113 -4.6857 0.01 -0.01 -0.01
H 5.4582 1.3459 2.2901 -0.03 -0.01 0.03
H -2.3797 6.2359 0.4041 0.00 -0.01 0.01
H 1.7244 5.6238 1.0020 -0.04 -0.04 0.02
H -1.9846 -3.6972 1.3671 0.07 0.04 0.07
H 1.7932 3.7649 -1.3876 -0.01 0.09 -0.03
H 1.8069 -0.9754 -0.1240 0.12 -0.09 -0.07
H 1.1160 -0.3709 6.4468 -0.04 0.01 0.00
H 2.8884 -2.8866 -5.6112 -0.01 0.04 0.02
H -4.0812 -5.2380 -3.7613 0.01 0.00 0.01
H 4.0553 3.1295 -3.2060 0.00 -0.03 -0.03
H -5.8724 3.7472 0.1114 0.02 0.01 0.01
H 5.8458 3.5823 1.2988 0.00 0.00 0.00
H -6.6404 -2.5065 0.2691 0.00 0.00 0.02
H -3.8360 -5.1758 2.0768 0.03 0.00 -0.02
H 1.6935 6.0577 -0.7238 -0.04 0.01 -0.01
H -6.6019 -0.3080 0.6660 0.01 0.04 0.02
H 0.2436 -3.9378 4.7071 -0.01 -0.01 -0.01
H -3.8168 -1.4929 5.1882 0.02 0.01 0.01
H 4.0131 4.7444 0.1279 0.01 0.00 -0.01
H 1.3836 1.4699 0.9563 0.01 -0.02 0.00
H 5.8915 -5.3389 -0.2067 0.01 0.01 -0.02
H 4.7270 -0.4870 -1.0511 -0.03 0.04 0.02
H 0.6648 3.7765 2.7869 0.04 -0.04 0.00
H 1.9739 -4.9372 -8.4045 0.00 -0.03 0.03
H 0.1625 -3.4324 -8.8627 -0.01 0.03 -0.01
H -1.3106 -1.6536 -7.8966 0.00 -0.03 -0.02
H -3.4210 1.5405 2.1773 0.02 -0.04 0.03
```
Positions in Å, forces in eV/Å.

Values from the calculation:
Charge   -2
LUMO level   2.86 eV
ΔE to the lowest compared entry with this formula, charge and spin   0.0 kcal/mol